C52H132N8O20 | the ωB97M-V functional and the def2-TZVPD basis

Geometry as XYZ:
```
212
Properties=species:S:1:pos:R:3:forces:R:3
C -9.0783 -10.9762 -4.9044 -0.030 -0.870 -0.566
O -7.9616 -11.0077 -5.8137 0.227 0.007 2.465
C -8.2133 -10.5855 -7.1189 0.132 -0.445 0.142
C -6.8822 -10.4371 -7.8795 -1.146 0.392 0.936
N -6.0512 -9.3795 -7.3030 1.148 -0.006 -1.732
C -4.6603 -9.5002 -7.8644 -0.802 1.075 1.079
C -3.7335 -10.2555 -6.9199 0.543 0.016 -1.734
O -3.5446 -9.6313 -5.6687 -0.690 -0.092 0.383
C -4.4321 -10.1468 -4.6595 1.048 -0.126 0.165
H -9.5274 -10.0072 -4.6866 0.299 0.390 -0.471
H -8.8539 -11.4230 -3.9358 0.855 0.125 -0.137
H -9.8599 -11.6442 -5.2662 -0.319 0.101 -0.410
H -8.7877 -9.6620 -7.0465 0.107 0.350 -0.560
H -8.8307 -11.3677 -7.5607 -0.194 0.068 -0.637
H -7.2074 -10.2006 -8.8926 0.344 0.437 -0.199
H -6.3444 -11.3809 -7.9695 -0.108 -0.427 0.311
H -5.8837 -9.4641 -6.3106 -0.871 -0.237 -0.257
H -4.1973 -8.5192 -7.9720 -0.225 0.452 0.422
H -4.6150 -9.8093 -8.9087 -0.375 -0.832 0.140
H -2.8264 -10.1900 -7.5206 0.781 -0.150 0.647
H -3.9462 -11.3224 -6.8524 -0.346 -0.110 0.378
H -4.1449 -9.7979 -3.6676 0.262 0.578 -0.246
H -4.2455 -11.2182 -4.5861 -0.666 -0.279 -0.248
H -5.4744 -9.8657 -4.8107 0.027 -0.415 0.130
C -15.5262 4.4198 -4.1141 -0.560 0.609 -1.901
O -14.5474 4.7278 -5.1240 1.270 0.387 2.408
C -15.0200 4.8383 -6.4311 -0.888 -1.367 1.255
C -13.8879 5.0532 -7.3362 0.715 0.502 -0.530
N -12.7381 4.2044 -7.0337 -1.872 0.237 -0.815
C -11.6839 4.4487 -7.9748 1.600 -2.180 0.348
C -10.5029 3.4557 -7.6324 -0.380 0.785 -0.602
O -9.8959 4.0279 -6.5465 1.645 0.961 2.459
C -8.5290 3.6613 -6.2826 -1.075 0.222 -0.877
H -16.2089 5.2695 -4.1077 -0.530 -0.090 0.081
H -15.2210 4.3010 -3.0744 1.004 -0.132 -0.478
H -16.0248 3.5278 -4.4934 -0.425 -0.172 0.491
H -15.7579 5.6373 -6.5025 -0.298 -0.019 -0.236
H -15.4224 3.8518 -6.6614 -0.743 -0.070 -0.325
H -13.6552 6.1180 -7.3257 0.455 0.387 0.001
H -14.3026 4.8608 -8.3257 0.365 -0.178 -0.328
H -12.5462 4.2979 -6.0465 0.632 0.093 -0.122
H -11.3171 5.4750 -7.9599 0.313 0.149 -0.031
H -11.9805 4.2004 -8.9939 -0.523 0.108 0.002
H -9.7524 3.3354 -8.4136 -0.175 0.203 -0.686
H -10.8026 2.4522 -7.3300 -0.739 -0.187 -0.410
H -8.3670 2.6192 -6.5578 0.054 -0.254 0.399
H -8.3043 3.8777 -5.2382 -0.072 -0.171 -0.142
H -7.8876 4.2490 -6.9394 0.229 0.174 0.040
C 1.9698 1.2020 1.5280 -0.293 -0.041 0.323
O 1.1513 0.7487 0.4961 0.034 -1.576 -1.968
C 1.3908 -0.6831 0.0883 -1.316 1.637 1.330
C 0.3918 -1.0986 -0.9894 0.257 0.820 0.621
N -0.8871 -1.5065 -0.4234 0.984 -0.146 0.867
C -1.7866 -2.1501 -1.3264 0.390 -0.601 0.924
C -2.7582 -3.0055 -0.4710 0.538 1.050 -0.796
O -3.5537 -3.8384 -1.2526 -1.222 -0.834 -1.757
C -4.2973 -3.2465 -2.3529 0.545 1.224 0.609
H 1.6344 0.7596 2.4660 0.388 -0.297 0.338
H 1.8129 2.2739 1.6484 0.069 0.062 -0.264
H 3.0231 1.0070 1.3263 0.167 -0.047 0.176
H 1.1281 -1.2207 0.9994 0.323 -0.516 -0.018
H 2.4210 -0.8943 -0.1984 0.124 0.469 -0.031
H 0.8819 -1.9012 -1.5405 -0.428 -0.440 0.083
H 0.3050 -0.2837 -1.7081 -0.037 0.336 -0.210
H -1.3827 -0.7998 0.1012 0.505 0.387 0.035
H -1.1515 -2.8662 -1.8479 -0.382 0.016 -0.706
H -2.2033 -1.3758 -1.9706 -0.570 -0.490 -0.496
H -3.3245 -2.3888 0.2269 -0.446 0.374 -0.060
H -2.1435 -3.6295 0.1777 0.038 -0.207 -0.247
H -5.0783 -2.5898 -1.9696 -0.487 -0.336 0.234
H -4.6867 -3.9164 -3.1196 -0.006 -0.803 0.888
H -3.7394 -2.5452 -2.9735 0.801 -0.059 0.216
C 9.7956 3.1381 11.0837 -0.215 0.636 0.119
O 8.6743 2.9201 10.1923 1.937 -0.234 -0.214
C 7.4227 3.2631 10.7165 -0.614 0.981 -0.308
C 6.3052 2.9634 9.6837 -0.329 -0.764 0.258
N 4.9649 3.2032 10.2076 -0.982 0.238 1.491
C 4.6077 4.6345 10.2919 -0.557 -0.288 0.196
C 3.1297 4.9814 10.5508 -1.034 -0.718 -1.616
O 2.3539 4.6406 9.3369 1.493 -0.149 0.409
C 0.9948 4.9571 9.2251 -0.125 0.417 0.829
H 10.8134 2.9709 10.7315 -0.439 -0.245 -1.569
H 9.8730 2.4940 11.9596 -1.136 -0.071 0.370
H 9.8366 4.1899 11.3668 -0.336 0.086 0.391
H 7.2508 4.3315 10.8471 0.910 0.576 0.401
H 7.3761 2.8249 11.7135 -0.953 -0.445 -0.067
H 6.4527 1.9292 9.3728 -0.471 -0.109 -0.060
H 6.2884 3.5836 8.7875 1.453 0.218 -0.243
H 4.2404 2.7601 9.6609 0.231 -0.245 -0.178
H 4.8988 5.1089 9.3547 0.099 0.528 -0.105
H 5.1048 5.1149 11.1347 0.445 -0.048 -0.092
H 3.0102 6.0494 10.7330 0.242 0.201 -0.076
H 2.6998 4.4738 11.4143 0.127 -0.332 0.066
H 0.3623 4.2497 9.7613 -0.094 -0.334 -0.087
H 0.7102 5.0093 8.1741 0.197 -0.268 0.008
H 0.7521 5.9276 9.6578 0.149 0.370 0.076
C -3.3626 12.3747 -0.8651 -0.474 0.627 -0.091
O -3.1069 11.8079 0.3643 0.903 -1.859 1.694
C -2.9308 10.3765 0.3794 -0.120 -0.496 -0.383
C -1.5064 9.9091 0.0272 0.092 1.078 0.934
N -0.5849 10.4038 1.0646 0.572 -1.188 0.915
C -0.6550 9.6549 2.3804 -0.710 0.234 -1.359
C 0.3282 10.1030 3.4083 0.938 -1.008 -0.857
O -0.0053 11.3310 3.9308 0.036 1.672 0.147
C -0.8255 11.3099 5.0808 0.536 -0.161 -0.111
H -4.3087 11.9794 -1.2350 0.003 -0.042 -0.593
H -2.5380 12.2814 -1.5718 -0.042 -0.171 -0.236
H -3.5073 13.4290 -0.6291 -0.001 0.114 -0.369
H -3.6916 9.8784 -0.2216 -0.139 0.185 -0.561
H -3.1289 9.9747 1.3730 -0.090 0.656 0.283
H -1.1919 10.3106 -0.9361 0.033 0.044 -0.072
H -1.3761 8.8278 -0.0171 -0.458 -0.073 -0.043
H -0.7547 11.3893 1.2061 -0.021 0.093 0.258
H -0.5101 8.5837 2.2406 0.185 -0.050 -0.603
H -1.6383 9.7140 2.8471 -0.413 0.158 0.026
H 1.3226 10.1183 2.9623 0.109 0.736 -0.308
H 0.4928 9.2840 4.1085 -0.608 0.071 0.866
H -0.1585 10.9718 5.8738 -0.596 -0.442 0.525
H -1.7122 10.7030 4.8975 0.019 -0.336 0.387
H -1.1763 12.3036 5.3595 0.246 0.156 -0.446
C -0.1389 -7.2179 4.4389 1.166 -0.736 -0.093
O -1.1544 -6.3801 4.8711 -0.358 0.454 -0.238
C -0.9206 -5.0250 4.4909 -0.671 -0.162 0.317
C -2.0553 -4.1875 5.0866 0.619 0.130 0.288
N -1.9457 -2.7882 4.6596 -0.889 0.052 0.876
C -3.1617 -1.9815 5.0012 1.106 0.778 -1.433
C -3.0071 -0.5761 4.3661 -0.920 0.913 -1.487
O -3.0953 -0.6564 2.9071 -0.185 -0.639 0.383
C -3.1715 0.5535 2.1784 0.978 -0.223 -0.316
H -0.0258 -7.3191 3.3595 -0.371 0.309 -0.369
H -0.2307 -8.2393 4.8083 -0.585 0.136 0.262
H 0.8355 -6.8868 4.7982 0.248 0.275 0.163
H -0.9631 -4.8867 3.4105 0.041 -0.299 -0.406
H 0.0849 -4.7357 4.7965 0.009 0.294 0.315
H -2.0171 -4.2414 6.1745 0.122 0.094 0.106
H -2.9924 -4.6711 4.8105 -0.275 -0.027 -0.279
H -1.8814 -2.7891 3.6517 -0.004 0.224 -0.262
H -3.3674 -1.8535 6.0639 0.571 -0.212 0.136
H -4.0509 -2.4470 4.5760 -0.274 0.016 -0.128
H -2.1307 0.0277 4.6017 0.595 -0.680 0.364
H -3.8175 0.1172 4.5912 -0.506 -0.334 0.765
H -3.3220 0.2996 1.1291 -0.306 -0.286 0.035
H -2.2073 1.0617 2.1644 0.260 0.228 0.347
H -3.9270 1.2947 2.4388 -0.349 -0.299 0.568
C 3.7430 10.0258 -12.5610 0.302 0.366 0.499
O 4.4858 9.2369 -11.6205 -0.187 -0.158 -0.760
C 5.3881 8.3828 -12.3346 0.550 0.705 -0.042
C 6.3356 7.5987 -11.4345 -1.807 0.245 -0.062
N 5.5883 6.8509 -10.4310 1.386 0.275 -0.600
C 6.5203 6.3408 -9.4153 -2.279 -0.342 -1.069
C 5.6452 5.6465 -8.4006 0.395 0.238 1.534
O 4.5952 6.5526 -7.9097 2.218 -1.277 -0.604
C 4.0047 6.1134 -6.7069 -1.385 1.134 -0.740
H 3.0159 9.4884 -13.1697 0.171 -0.590 0.011
H 4.4356 10.5463 -13.2225 0.084 0.023 -0.188
H 3.1659 10.7932 -12.0451 0.196 -0.139 0.389
H 6.1001 8.9916 -12.8918 -0.160 0.481 -0.497
H 4.8333 7.8053 -13.0740 -0.078 -0.479 0.212
H 7.0320 8.3142 -10.9973 0.214 0.169 0.233
H 6.9025 6.9567 -12.1086 0.097 -0.308 0.136
H 4.8540 7.4350 -10.0573 0.108 0.088 0.324
H 7.1753 7.0695 -8.9377 -0.040 0.382 0.015
H 7.1225 5.6366 -9.9894 0.317 -0.299 0.511
H 6.3399 5.3874 -7.6016 -0.160 0.098 0.734
H 5.2547 4.6710 -8.6902 -0.481 0.241 -0.601
H 4.6234 6.0368 -5.8129 0.478 -0.291 -0.297
H 3.3721 5.2477 -6.9030 0.272 -0.469 0.313
H 3.3095 6.9370 -6.5443 -0.211 -0.094 0.550
C 18.4529 -5.2417 8.4523 -0.911 -0.139 0.318
O 17.3336 -4.4546 8.1400 -1.779 0.087 -0.875
C 16.3350 -4.2537 9.1760 1.508 1.589 -0.183
C 15.1617 -3.3647 8.6519 0.100 -1.795 -0.217
N 14.1021 -4.2937 8.1664 0.099 0.959 -0.130
C 13.0795 -3.5635 7.4272 -0.404 0.411 0.325
C 11.8960 -4.4557 7.2058 -1.131 -0.916 -1.218
O 11.0219 -3.8942 6.2199 -0.005 0.760 0.797
C 9.7904 -4.5458 5.9589 0.332 1.007 -0.624
H 18.8955 -5.6471 7.5424 0.169 0.640 -0.164
H 18.1143 -6.1452 8.9595 0.248 -0.030 0.688
H 19.1170 -4.6024 9.0339 0.526 -0.549 0.166
H 16.8783 -3.7091 9.9482 -0.102 0.344 0.377
H 16.0351 -5.1730 9.6790 -0.431 -0.280 -0.546
H 15.4483 -2.6874 7.8475 0.669 -0.089 -0.182
H 14.7748 -2.6867 9.4126 -0.145 -0.456 0.373
H 14.5178 -4.8146 7.4075 0.565 -0.631 0.268
H 13.4702 -3.1372 6.5032 -0.077 0.021 -0.306
H 12.6962 -2.7349 8.0227 0.208 0.224 0.107
H 11.4336 -4.6231 8.1785 -0.444 0.071 0.047
H 12.0977 -5.4407 6.7850 0.870 -0.345 0.342
H 9.2348 -3.8086 5.3793 -0.175 0.045 0.046
H 9.1836 -4.7632 6.8380 0.277 -0.360 0.175
H 9.9262 -5.3728 5.2619 0.031 -0.569 0.416
O 4.8544 -7.3265 -4.5221 -0.218 1.082 0.324
C 3.8349 -8.2385 -4.2491 0.237 -2.310 0.503
C 4.3515 -9.5134 -3.4832 0.405 1.108 -0.786
O 5.5269 -10.0597 -4.1721 -1.385 0.136 0.611
H 5.6753 -7.7164 -4.8313 -0.358 -0.529 -0.156
H 3.0332 -7.7988 -3.6557 0.325 0.480 0.131
H 3.3324 -8.6379 -5.1300 0.214 0.255 -0.552
H 3.5445 -10.2455 -3.4532 0.290 -0.280 -0.390
H 4.5335 -9.2614 -2.4385 0.557 0.016 0.022
H 6.3095 -9.5605 -3.9272 -0.070 0.042 0.293
O -6.6502 -8.7889 2.3140 2.014 -1.356 -0.598
C -7.9606 -8.4349 2.5454 -0.365 1.271 -0.529
C -8.4463 -9.0793 3.8073 -0.723 -0.071 0.496
O -8.6097 -8.1347 4.8380 0.178 0.753 0.633
H -6.3446 -8.2216 1.6023 0.354 -0.164 -0.009
H -7.8485 -7.3507 2.5519 -1.378 0.401 0.932
H -8.5886 -8.6476 1.6802 -0.290 -0.429 -0.022
H -7.7408 -9.8259 4.1716 0.187 -0.274 -0.573
H -9.4368 -9.5236 3.7089 0.060 -0.463 -0.661
H -8.8722 -8.6663 5.5930 -0.033 0.339 0.328
```
Forces are in eV/Å.

SMILES: COCCNCCOC.COCCNCCOC.COCCNCCOC.COCCNCCOC.COCCNCCOC.COCCNCCOC.COCCNCCOC.COCCNCCOC.OCCO.OCCO
Energy relative to the best compared isomer or geometry (same formula, charge and spin) (eV): 6.220
Orbital gap (Eh): 0.3303
HOMO level (eV): -8.521
LUMO level (eV): 0.47
2S+1: 1